Entry 1:
DFT (ωB97M-V/def2-TZVPD) results for C7H12NO5S2 as an isolated structure in a non-equilibrium geometry.

Properties
E_tot (hartree): -1500.7981
LUMO (eV): -4.34
Max |F| (eV Å⁻¹): 7.68
Orbital gap (eV): 10.4
Relative energy (zero: lowest compared OMol25 entry of this formula, charge and spin) (kcal per mole): 14.5
Charge: +1

Cartesian coordinates (Å):
C -2.73478 -0.51209 1.18531
C 3.79217 1.23170 0.02355
C -1.89423 0.15761 1.91125
C 2.72023 1.40229 0.75630
C -0.14579 0.60932 -0.21899
C -1.00986 0.75011 -1.44989
C 0.46074 -1.87464 -0.44981
N 0.42805 -0.56194 0.29784
O 0.08541 1.59523 0.50071
O -0.33809 -2.06808 2.08374
O -0.89297 -0.67911 4.01036
O 0.93793 0.11819 2.48740
O 2.55168 -1.20669 1.20996
S -0.61526 -0.79668 2.65564
S 1.71101 -0.06533 1.21251
H -3.75597 -0.24674 0.96864
H -2.58028 -1.59501 0.95134
H 4.32120 2.25195 -0.12939
H 4.16682 0.34071 -0.44500
H -1.97097 1.19515 2.02783
H 2.41587 2.27262 1.28784
H -0.40304 1.08577 -2.39172
H -1.75749 1.39317 -1.31006
H -1.21311 -0.32870 -1.83421
H 1.23064 -2.50274 0.11318
H -0.55749 -2.29072 -0.41416
H 0.89554 -1.72727 -1.46466

Forces on atoms 1 to 3 (eV/Å):
-1.349 -3.273 -0.501
0.922 2.453 -0.386
1.034 -0.319 -0.774

=====

Entry 2:
DFT (ωB97M-V/def2-TZVPD) results for a 3-piece molecular cluster, C7H12NOS overall in a non-equilibrium geometry.

Properties
E_tot (hartree): -801.6539
LUMO (eV): -6.16
Max |F| (eV Å⁻¹): 5.07
Orbital gap (eV): 5.1
Relative energy (zero: lowest compared OMol25 entry of this formula, charge and spin) (kcal per mole): 124.2
Charge: +1

Cartesian coordinates (Å):
C 3.33361 -0.87197 0.60171
C 4.11885 0.16566 0.70162
C 2.15428 0.66305 -0.58132
C -0.46151 -1.26008 -0.63566
C -4.10422 0.92857 0.39510
C 0.50628 -2.04240 -0.05974
C -1.94182 1.50156 -0.23317
N 2.19671 -0.56741 -0.19828
O -2.84170 1.55916 0.65345
S 3.51529 1.57656 -0.08385
H 3.70598 -1.78216 0.95837
H 5.09523 0.41081 1.19631
H 1.23623 1.00070 -1.04574
H -0.65245 -1.31817 -1.80273
H -2.02803 0.86687 -1.18784
H -1.16362 -0.57957 -0.11280
H -4.84971 1.76284 0.31322
H -4.27035 0.24999 1.28585
H -4.15905 0.41046 -0.61022
H 1.20307 -2.61655 -0.66808
H 0.45869 -2.09727 1.08925
H -1.05178 2.03934 0.02456

Forces on atoms 1 to 3 (eV/Å):
-1.584 0.888 -2.091
3.123 3.890 0.889
0.113 -0.922 0.722

=====

Entry 3:
DFT (ωB97M-V/def2-TZVPD) results for C7H12NOS as an isolated structure in a non-equilibrium geometry.

Properties
E_tot (hartree): -801.7678
LUMO (eV): -3.47
Max |F| (eV Å⁻¹): 6.25
Orbital gap (eV): 8.7
Relative energy (zero: lowest compared OMol25 entry of this formula, charge and spin) (kcal per mole): 52.7
Charge: +1

Cartesian coordinates (Å):
C 2.88555 -0.67355 -0.32444
C 3.24554 0.58545 0.11029
C 1.46931 -0.78608 -0.48789
C 0.85964 0.36283 -0.03422
C 0.86265 -1.99924 -1.09649
C -1.56304 1.51495 1.16353
C -1.11338 0.60673 -0.02089
N -1.08173 1.26472 -1.35732
O -1.73123 -0.55386 -0.17286
S 1.88580 1.60712 0.33955
H 3.49690 -1.41491 -0.61552
H 4.21513 1.07248 0.12961
H 1.07141 -2.86600 -0.51533
H -0.23240 -1.94271 -1.12606
H 1.39805 -2.18010 -2.11648
H -2.59107 2.09835 0.81110
H -1.90382 0.85468 2.04995
H -0.85039 2.26800 1.62028
H -2.14532 1.42950 -1.69837
H -0.48324 2.12531 -1.37940
H -0.60161 0.62394 -2.04114
H -1.96859 -0.90047 0.71118

Forces on atoms 1 to 3 (eV/Å):
-2.299 3.758 0.835
0.322 -0.201 -0.726
0.097 0.532 0.836

=====

Entry 4:
DFT (ωB97M-V/def2-TZVPD) results for C7H12O in the gas phase in a non-equilibrium geometry.

Properties
E_tot (hartree): -349.0980
LUMO (eV): 0.97
Max |F| (eV Å⁻¹): 3.35
SMILES: C=C(O)/C=C/CCC
Orbital gap (eV): 9.7
Relative energy (zero: lowest compared OMol25 entry of this formula, charge and spin) (kcal per mole): 31.8

Cartesian coordinates (Å):
C -1.12737 -2.62312 0.04889
C -2.09332 -1.66325 -0.72000
C -1.97978 -0.30958 0.05681
C 1.61012 2.29584 -0.71795
C 1.50417 1.32551 0.19729
O 2.56219 0.64698 0.75858
C 0.26707 0.70674 0.69398
C -0.61010 0.31010 -0.22532
H -1.58779 -3.60897 0.15651
H -0.21853 -2.69379 -0.54650
H -0.81316 -2.32023 1.05121
H -3.10650 -2.04037 -0.57240
H -1.79861 -1.51425 -1.74520
H -2.66014 0.47162 -0.31817
H -2.02860 -0.41626 1.13681
H 0.74148 2.79382 -1.11847
H 2.55594 2.51762 -1.20979
H 3.41853 0.99907 0.46112
H 0.19768 0.65880 1.77315
H -0.44958 0.27001 -1.31037

Forces on atoms 1 to 3 (eV/Å):
-0.126 -0.379 -1.050
0.267 0.613 3.285
1.174 0.784 -1.036

=====

Entry 5:
DFT (ωB97M-V/def2-TZVPD) results for a 2-piece molecular cluster, C7H12O overall in a non-equilibrium geometry.

Properties
E_tot (hartree): -349.0766
LUMO (eV): 0.73
Max |F| (eV Å⁻¹): 1.72
SMILES: C=C/C=C(/C)C=C.O
Orbital gap (eV): 9.4
Relative energy (zero: lowest compared OMol25 entry of this formula, charge and spin) (kcal per mole): 45.2

Cartesian coordinates (Å):
C 0.55835 -1.39859 -0.76044
C 0.78330 -2.04671 0.37900
C -0.35058 0.89551 -1.02681
C 0.69906 0.08008 -0.86321
C 2.12633 0.55756 -0.90008
C -2.39444 -0.55451 -0.72512
C -1.78804 0.61602 -0.74223
H 0.23210 -1.93630 -1.64493
H 1.01477 -1.44018 1.24995
H 0.62423 -3.10506 0.52710
H -0.08971 1.93883 -1.18036
H 2.27788 1.36659 -0.17682
H 2.83039 -0.22726 -0.64160
H 2.43785 0.99013 -1.85458
H -1.88389 -1.50568 -0.80465
H -3.47284 -0.66920 -0.72663
H -2.37313 1.52822 -0.69788
H 0.87580 1.18169 3.23498
H -0.55790 1.04672 2.83084
O 0.00984 1.52167 3.47573

Forces on atoms 1 to 3 (eV/Å):
-0.152 -0.150 0.674
-0.321 0.503 -0.043
0.029 0.005 1.254

=====

Entry 6:
DFT (ωB97M-V/def2-TZVPD) results for C7H12O in the gas phase in a non-equilibrium geometry.

Properties
E_tot (hartree): -349.0735
LUMO (eV): 0.86
Max |F| (eV Å⁻¹): 2.11
SMILES: C=C(/C=C/CO)CC
Orbital gap (eV): 9.9
Relative energy (zero: lowest compared OMol25 entry of this formula, charge and spin) (kcal per mole): 47.2

Cartesian coordinates (Å):
C 1.88730 1.42082 -0.36440
C 0.70188 2.17125 0.26368
C -0.56751 1.34301 0.11020
C -1.72887 1.87761 -0.28817
C -0.54492 -2.58250 -0.10922
O 0.72500 -2.79847 0.43204
C -0.61460 -1.10327 -0.46138
C -0.38236 -0.11461 0.38620
H 1.63049 0.60001 -1.02711
H 2.47389 2.14161 -0.93512
H 2.51786 0.98770 0.43785
H 0.78829 2.54093 1.28502
H 0.63859 3.13450 -0.26189
H -1.85094 2.93035 -0.55953
H -2.51921 1.23517 -0.62926
H -0.60903 -3.07002 -1.11966
H -1.43022 -2.88995 0.46392
H 0.98362 -2.75539 1.34692
H -0.92951 -0.83858 -1.47707
H -0.14559 -0.39847 1.38946

Forces on atoms 1 to 3 (eV/Å):
0.957 0.329 1.194
-0.677 0.393 -0.734
0.103 0.519 -0.145

=====

Entry 7:
DFT (ωB97M-V/def2-TZVPD) results for C7H12O in the gas phase in a non-equilibrium geometry.

Properties
E_tot (hartree): -348.9700
LUMO (eV): 1.04
Max |F| (eV Å⁻¹): 3.03
SMILES: CC[C@@]12CCO[C@H]1C2
Orbital gap (eV): 9.3
Relative energy (zero: lowest compared OMol25 entry of this formula, charge and spin) (kcal per mole): 112.1

Cartesian coordinates (Å):
C -1.81009 -0.89155 -0.31905
C -0.92363 -0.50835 0.90275
C 0.02762 0.68456 0.54856
C 1.47154 0.26535 0.85699
C 1.71428 -0.82464 -0.21652
C 0.29075 0.64018 -0.93170
C -0.61730 1.74277 -0.28653
H -2.63433 -0.15087 -0.53745
H -2.30280 -1.84122 -0.12344
H -1.35466 -1.05550 -1.26326
H -0.39358 -1.41846 1.00416
H -1.48846 -0.35102 1.81457
H 2.14228 1.15742 0.69703
H 1.68791 -0.06235 1.92026
H 2.69127 -0.69972 -0.72236
H 1.71154 -1.79998 0.20118
H 1.03240 1.30013 -1.42994
H -0.23033 2.73187 -0.59688
H -1.66901 1.73590 -0.29099
O 0.65458 -0.65452 -1.22738

Forces on atoms 1 to 3 (eV/Å):
-2.782 0.806 0.887
-0.548 0.980 -2.448
1.753 -0.985 0.349

=====

Entry 8:
DFT (ωB97M-V/def2-TZVPD) results for C7H12O in the gas phase in a non-equilibrium geometry.

Properties
E_tot (hartree): -349.0825
LUMO (eV): 0.98
Max |F| (eV Å⁻¹): 2.88
SMILES: C/C=C/CCCC=O
Orbital gap (eV): 10.2
Relative energy (zero: lowest compared OMol25 entry of this formula, charge and spin) (kcal per mole): 41.5

Cartesian coordinates (Å):
O 1.91563 -0.19803 2.45972
C 1.80865 -1.26423 1.90516
C 2.01813 -1.52330 0.38710
C 0.84550 -1.05847 -0.43183
C 0.78072 0.45290 -0.63873
C -2.92968 1.52617 -0.43924
C -1.61256 0.92750 -0.99326
C -0.54025 1.05067 -0.20962
H 1.53624 -2.08915 2.58069
H 2.94027 -1.06295 -0.00548
H 2.21530 -2.62049 0.22158
H -0.09857 -1.20951 0.14721
H 0.58347 -1.68479 -1.27122
H 0.99750 0.69739 -1.69004
H 1.50998 0.94893 0.12705
H -3.67033 1.59124 -1.21512
H -3.54178 1.03257 0.35549
H -2.59965 2.46394 -0.00014
H -1.61656 0.26451 -1.89741
H -0.54199 1.75510 0.60809

Forces on atoms 1 to 3 (eV/Å):
0.107 0.197 -0.663
0.393 0.408 -0.210
1.145 -1.459 0.245

=====

Entry 9:
DFT (ωB97M-V/def2-TZVPD) results for C7H12O2 in the gas phase in a non-equilibrium geometry.

Properties
E_tot (hartree): -424.3542
LUMO (eV): 0.73
Max |F| (eV Å⁻¹): 2.24
SMILES: C=C[C@@H](O)C(C)(C)C=O
Orbital gap (eV): 10.2
Relative energy (zero: lowest compared OMol25 entry of this formula, charge and spin) (kcal per mole): 26.2

Cartesian coordinates (Å):
C -0.63322 0.28780 -0.16312
C -0.07010 -0.85392 0.68804
C -0.15220 1.67880 0.26484
C -0.40023 0.09751 -1.66692
C -2.20948 0.24290 0.09673
C 1.50125 -0.89616 0.71095
C 2.30868 -1.23452 -0.30003
O -0.49216 -0.74914 2.04369
O -3.04194 -0.01390 -0.76293
H 0.00951 -0.03964 2.47774
H -0.43171 -1.82301 0.32782
H -2.53873 0.50130 1.12330
H 1.96750 -0.71658 1.67881
H 0.61640 0.37070 -1.96288
H -0.23332 1.83064 1.34584
H -0.74969 2.46106 -0.21694
H 0.89260 1.84374 -0.01929
H -1.08031 0.72843 -2.25141
H -0.58473 -0.93876 -1.97054
H 1.93911 -1.46348 -1.29394
H 3.38277 -1.31377 -0.14976

Forces on atoms 1 to 3 (eV/Å):
-1.781 0.179 -0.483
2.172 0.229 0.510
0.065 0.030 0.195

=====

Entry 10:
DFT (ωB97M-V/def2-TZVPD) results for a 3-piece molecular cluster, C7H12O2 overall in a non-equilibrium geometry.

Properties
E_tot (hartree): -424.3845
LUMO (eV): 0.58
Max |F| (eV Å⁻¹): 2.00
SMILES: Cc1ccccc1.O.O
Orbital gap (eV): 10.0
Relative energy (zero: lowest compared OMol25 entry of this formula, charge and spin) (kcal per mole): 7.2

Cartesian coordinates (Å):
C -1.39275 1.88394 0.16994
C 0.67929 0.70736 -0.59126
C -0.71204 0.69109 -0.48058
C -1.42586 -0.47928 -0.76499
C -0.78279 -1.55705 -1.34953
C 0.56961 -1.44288 -1.69715
C 1.30036 -0.34915 -1.27676
H -0.65341 2.54460 0.60932
H -2.02472 1.52873 0.99381
H -2.10853 2.36713 -0.48819
H 1.26653 1.58676 -0.37703
H -2.44651 -0.49020 -0.40627
H -1.35669 -2.31626 -1.86359
H 1.04303 -2.00065 -2.49687
H 2.37995 -0.30414 -1.33649
H 0.48998 1.02975 1.55068
H 1.55601 0.89940 2.59853
O 1.09027 1.56384 2.08206
H 1.10516 -1.68969 2.40910
H 0.57512 -1.83524 0.97131
O 0.84800 -2.33807 1.74396

Forces on atoms 1 to 3 (eV/Å):
-0.498 -0.978 0.338
-0.315 -0.663 -1.857
0.259 0.383 1.235